Entry 1:
ORCA calculation (ωB97M-V with the def2-TZVPD basis set) on a cluster of 2 separate species, C5H11O3 in total.

CARTESIAN COORDINATES (ANGSTROEM)
O (0.60705, 1.34224, 0.36345)
C (0.40941, 0.70012, -0.71445)
O (1.13000, 0.65549, -1.72042)
C (-0.90875, -0.18499, -0.66749)
C (-0.74007, -1.59784, -0.19664)
C (0.48500, -1.82144, 0.74144)
C (0.50392, -3.07297, 1.60553)
H (-1.53931, 0.38272, 0.02615)
H (-1.41731, -0.04751, -1.62027)
H (-1.60207, -1.93215, 0.39935)
H (-0.71437, -2.29187, -1.04627)
H (1.29521, -1.93430, 0.01049)
H (0.59292, -0.90456, 1.31627)
H (-0.45703, -3.17893, 2.12806)
H (1.33138, -3.00055, 2.30848)
H (0.59030, -4.02469, 1.07208)
H (-0.36832, 3.08883, -0.02437)
H (-1.32058, 3.98405, 0.98909)
O (-1.17691, 3.61768, 0.10755)

Cartesian forces, eV/Å:
O 0.020 0.233 -0.528
C -0.204 -0.607 0.812
O -0.093 -0.045 -0.262
C 0.032 2.178 0.120
C -0.089 -1.490 0.867
C -0.041 -0.211 -1.783
C -0.900 0.005 0.059
H 0.061 -0.248 0.163
H 0.094 -0.589 -0.314
H -0.274 0.228 -0.218
H 0.268 0.006 0.087
H 0.426 0.571 0.497
H 0.318 -0.090 0.134
H 0.243 0.161 0.365
H -0.080 -0.157 0.223
H 0.241 0.224 -0.341
H -0.043 -0.202 1.111
H 0.849 -0.663 -0.278
O -0.827 0.696 -0.713

ΔE to the lowest compared entry with this formula, charge and spin   60.64 kJ/mol
Charge   -1
LUMO energy   3.80 eV

Entry 2:
ORCA calculation (ωB97M-V with the def2-TZVPD basis set) on a cluster of 6 separate species, C31H52NO16 in total.

CARTESIAN COORDINATES (ANGSTROEM)
C (-3.78008, 3.08492, 0.55064)
C (-4.39759, 3.34140, -0.90151)
O (-5.77628, 2.94981, -0.82876)
C (-6.17310, 2.12357, -1.92054)
C (-6.37790, 0.60756, -1.54201)
C (-5.10651, -0.04566, -0.85149)
C (-4.66213, -1.39610, -1.57113)
C (-3.52422, -2.08576, -0.71721)
C (-2.15967, -1.32474, -0.80498)
N (-2.02135, -0.26581, -1.54499)
C (-0.64390, 0.29907, -1.42357)
C (0.06880, -0.45636, -0.21465)
C (-0.86746, -1.71933, -0.04815)
H (-2.84520, 2.47714, 0.50778)
H (-4.53405, 2.47737, 1.12397)
H (-3.67535, 4.04072, 1.11852)
H (-4.29064, 4.42124, -1.18396)
H (-3.80106, 2.73671, -1.63146)
H (-7.18475, 2.49970, -2.24928)
H (-5.51449, 2.20908, -2.82714)
H (-6.70689, 0.07382, -2.46732)
H (-7.25071, 0.57804, -0.83525)
H (-4.25753, 0.68232, -0.81839)
H (-5.39875, -0.24522, 0.21036)
H (-4.30244, -1.13593, -2.60125)
H (-5.55340, -2.06345, -1.58570)
H (-3.40769, -3.17881, -0.90192)
H (-3.83987, -1.97444, 0.36067)
H (-2.67861, 0.21738, -2.14998)
H (-0.06894, 0.28754, -2.38462)
H (-0.86195, 1.32743, -1.02424)
H (1.17124, -0.61065, -0.28395)
H (-0.02217, 0.31884, 0.58986)
H (-0.38077, -2.51130, -0.69040)
H (-0.94412, -2.21069, 0.94614)
C (3.21236, 1.70389, 3.59585)
C (1.71190, 1.78975, 3.83102)
C (1.20286, 1.04378, 5.03198)
O (-0.15367, 0.76520, 4.65756)
C (-0.18131, 0.70009, 3.30962)
O (-1.10729, 0.30011, 2.66518)
O (0.98312, 1.14237, 2.77312)
H (3.43574, 1.44755, 2.55867)
H (3.68404, 2.66283, 3.81855)
H (3.69460, 0.95819, 4.23870)
H (1.39608, 2.83796, 3.84999)
H (1.24111, 1.63802, 5.94445)
H (1.71269, 0.09570, 5.20311)
C (-9.79155, 5.26197, -4.39571)
C (-10.47188, 3.97000, -4.81781)
C (-9.78449, 2.71014, -4.36981)
O (-10.20317, 1.76975, -5.35537)
C (-10.44848, 2.47618, -6.49314)
O (-10.63503, 1.99213, -7.56079)
O (-10.44455, 3.81341, -6.24196)
H (-9.68449, 5.94718, -5.23663)
H (-10.37524, 5.76231, -3.62147)
H (-8.79805, 5.08440, -3.97727)
H (-11.52231, 3.98230, -4.51053)
H (-10.09611, 2.39241, -3.37388)
H (-8.69169, 2.77416, -4.39969)
C (4.46052, -4.10343, 3.42387)
C (5.05350, -2.91174, 4.15632)
C (5.49689, -3.18189, 5.56665)
O (5.38804, -1.88640, 6.16715)
C (4.42425, -1.22068, 5.49151)
O (3.94243, -0.18230, 5.83828)
O (4.06740, -1.88695, 4.36517)
H (3.51498, -3.84520, 2.94398)
H (5.14561, -4.45521, 2.65608)
H (4.27873, -4.94588, 4.09318)
H (5.86019, -2.47034, 3.56165)
H (6.51802, -3.55303, 5.62329)
H (4.83679, -3.86718, 6.10642)
C (3.72089, 2.23796, -3.12822)
C (4.30991, 0.84238, -3.00379)
C (3.46454, -0.26138, -3.57632)
O (3.88274, -1.38954, -2.80958)
C (4.30249, -0.91476, -1.60631)
O (4.54304, -1.59106, -0.65839)
O (4.40378, 0.44092, -1.62984)
H (3.76108, 2.77199, -2.17865)
H (4.27379, 2.81822, -3.86809)
H (2.67956, 2.21553, -3.45852)
H (5.32248, 0.82483, -3.41821)
H (3.64666, -0.42494, -4.63863)
H (2.39111, -0.11488, -3.41554)
C (9.39483, -3.74314, -0.05908)
C (8.86820, -3.44314, 1.33437)
C (9.88026, -3.56292, 2.43964)
O (9.05674, -3.86063, 3.56827)
C (7.95387, -4.49226, 3.09377)
O (7.14509, -5.04517, 3.77304)
O (7.89312, -4.41494, 1.74023)
H (8.74068, -4.43457, -0.59035)
H (9.46507, -2.82437, -0.64325)
H (10.39578, -4.17883, -0.03370)
H (8.37746, -2.46459, 1.34680)
H (10.44110, -2.64203, 2.59984)
H (10.58267, -4.38961, 2.29911)

Cartesian forces, eV/Å:
C -0.927 -0.007 -0.273
C 0.912 -0.016 1.658
O 0.975 -0.479 -1.327
C -1.481 -0.484 -0.715
C 0.166 0.793 0.440
C -0.688 -0.289 -0.465
C 0.307 0.803 1.157
C 0.149 1.201 0.204
C -1.422 -1.055 0.413
N 2.323 -1.203 0.950
C 0.652 1.264 0.791
C -1.280 1.274 0.177
C 0.967 0.060 -1.368
H -0.482 0.766 0.147
H 0.734 0.520 -0.602
H 0.310 -0.841 -0.503
H -0.264 -0.900 0.145
H -0.735 0.393 0.292
H 0.933 -0.314 0.223
H -0.242 0.085 0.921
H 0.416 0.283 0.641
H 0.851 -0.115 -0.582
H -0.784 -0.520 0.033
H 0.519 -0.009 -0.817
H -0.534 -0.600 0.668
H 0.779 0.385 -0.341
H 0.205 0.852 -0.004
H 0.471 -0.273 -0.859
H -0.293 -0.594 0.274
H -0.854 0.076 0.712
H 0.728 -0.591 -1.075
H -1.033 -0.367 -0.507
H -0.127 -1.404 -0.175
H -0.684 0.453 0.402
H -0.448 0.848 -0.581
C 0.366 -0.021 0.079
C 1.082 0.204 -0.017
C 0.153 0.076 0.539
O -0.265 -0.043 -0.672
C 0.114 0.032 0.334
O -0.067 -0.033 -0.104
O -0.771 -0.219 0.007
H -0.148 0.122 -0.008
H -0.055 -0.023 -0.087
H -0.371 0.271 -0.332
H -0.152 -0.111 0.006
H -0.213 -0.086 -0.059
H 0.087 0.125 -0.112
C 0.026 0.127 0.257
C 0.239 0.849 0.168
C -0.083 -0.328 0.464
O -0.005 0.114 -0.132
C -0.101 -0.027 -0.577
O 0.062 0.015 0.218
O -0.019 -0.549 0.026
H -0.106 -0.095 -0.002
H 0.026 0.011 -0.082
H 0.004 -0.044 -0.134
H 0.056 -0.142 -0.019
H -0.040 -0.143 -0.143
H -0.052 0.219 -0.026
C -0.167 -0.154 -0.222
C -0.208 -0.851 -0.563
C 0.538 -0.284 0.162
O -0.435 0.422 -0.178
C 0.080 -0.154 0.164
O 0.163 -0.341 0.264
O 0.083 0.553 0.493
H 0.071 0.164 0.067
H -0.118 0.031 0.035
H -0.009 0.103 0.033
H -0.018 0.074 0.132
H -0.061 0.182 0.103
H -0.053 0.016 -0.181
C -0.035 0.159 -0.198
C -0.172 0.897 -0.065
C 0.080 -0.220 -0.515
O 0.011 0.080 0.248
C 0.167 -0.109 0.402
O -0.111 0.056 -0.158
O -0.058 -0.555 -0.038
H 0.106 -0.094 -0.028
H -0.027 -0.001 0.086
H 0.008 -0.064 0.107
H -0.071 -0.138 0.007
H 0.014 -0.174 0.123
H 0.070 0.180 0.033
C 0.179 0.125 -0.172
C 0.223 -0.026 -0.887
C 0.412 0.366 0.127
O -0.370 -0.161 -0.032
C -0.005 -0.250 0.001
O 0.311 0.062 0.005
O -0.086 -0.002 0.650
H -0.055 0.082 0.100
H -0.048 -0.070 0.011
H -0.095 -0.089 0.070
H 0.019 -0.058 0.128
H -0.114 -0.073 0.188
H -0.102 0.021 -0.148

Charge   +1
LUMO energy   -3.26 eV

Entry 3:
ORCA calculation (ωB97M-V with the def2-TZVPD basis set) on a structure of composition C3H7NS.

CARTESIAN COORDINATES (ANGSTROEM)
C (-0.20334, -1.58623, -1.45562)
C (0.40044, -0.64626, -0.34211)
C (-0.22935, 2.29521, 1.88862)
H (-0.10157, -1.37294, -2.55113)
H (-1.37163, -2.13654, -1.18797)
H (0.31343, -2.51404, -1.25048)
H (0.13014, -1.05026, 0.78367)
H (1.49545, -0.72155, -0.82621)
H (0.40004, 2.73750, 2.54508)
H (-1.39500, 2.61873, 1.34708)
N (0.55928, 1.25558, 1.27382)
S (0.00210, 1.12080, -0.22476)

Cartesian forces, eV/Å:
C -3.669 -2.044 1.601
C 0.891 -1.542 -1.056
C -0.742 -5.142 -5.839
H -0.172 0.324 1.255
H 2.951 2.437 -0.995
H 0.630 -0.218 -0.361
H 1.355 0.649 -3.143
H -1.707 0.319 2.415
H 0.793 1.973 2.779
H 3.993 -0.703 1.858
N -3.359 5.665 3.854
S -0.963 -1.717 -2.369

ΔE to the lowest compared entry with this formula, charge and spin   453.00 kJ/mol
LUMO energy   0.20 eV

Entry 4:
ORCA calculation (ωB97M-V with the def2-TZVPD basis set) on the molecule C17H21NO3.

CARTESIAN COORDINATES (ANGSTROEM)
C (0.96509, 0.24147, 4.02894)
H (0.00558, -0.03743, 3.59968)
H (1.13350, 1.29674, 3.82664)
H (0.92118, 0.09708, 5.10606)
C (2.08686, -0.60355, 3.42256)
C (2.16208, -0.41599, 1.93385)
C (2.94975, 0.58606, 1.37734)
C (3.00521, 0.77272, 0.01240)
C (2.27105, -0.04489, -0.84744)
C (1.47602, -1.04531, -0.29793)
C (1.42813, -1.21880, 1.07487)
H (0.80830, -2.00552, 1.48244)
H (0.90301, -1.71136, -0.92473)
O (2.42699, 0.20688, -2.18067)
C (1.55084, -0.40880, -3.09988)
C (0.13123, 0.15827, -2.98382)
H (-0.07639, 0.31485, -1.92210)
H (0.08925, 1.13663, -3.46326)
C (-0.94492, -0.75536, -3.58283)
C (-2.27547, -0.34190, -2.97556)
O (-3.08464, 0.36757, -3.52791)
N (-2.45655, -0.83314, -1.72136)
H (-1.69615, -1.33838, -1.29219)
C (-3.41129, -0.25172, -0.80747)
C (-2.70283, 0.47903, 0.29354)
C (-3.10589, 0.89546, 1.52698)
C (-1.98675, 1.54085, 2.11176)
C (-0.98789, 1.46544, 1.19446)
O (-1.41112, 0.82372, 0.09111)
H (0.03085, 1.79751, 1.20072)
H (-1.94077, 1.99440, 3.08030)
H (-4.07451, 0.76333, 1.96305)
H (-4.02798, 0.43484, -1.39964)
H (-4.06176, -1.02332, -0.38059)
H (-0.73711, -1.80042, -3.34325)
H (-0.98743, -0.64441, -4.66537)
H (1.54900, -1.49848, -2.96093)
H (1.98049, -0.19491, -4.08129)
H (3.62080, 1.54562, -0.42032)
H (3.53107, 1.22740, 2.02435)
H (1.90550, -1.65581, 3.65138)
H (3.03766, -0.31635, 3.87610)

Cartesian forces, eV/Å:
C 0.139 -0.204 0.067
H -0.092 0.016 -0.020
H -0.020 0.142 -0.010
H -0.057 0.046 0.130
C -0.184 0.165 0.025
C 0.054 -0.180 0.089
C -0.081 -0.072 -0.049
C -0.079 -0.005 -0.250
C 0.074 0.069 0.149
C 0.007 0.001 -0.355
C 0.125 0.101 0.131
H -0.060 -0.088 0.046
H -0.057 -0.032 -0.119
O 0.227 0.151 0.239
C -0.397 -0.060 -0.170
C 0.349 -0.145 0.046
H -0.001 0.011 -0.098
H -0.008 0.030 0.047
C -0.034 0.331 0.010
C 0.289 -0.445 -0.292
O -0.140 0.335 -0.198
N -0.118 -0.333 0.443
H 0.016 0.075 -0.152
C -0.023 0.164 -0.143
C -0.640 -0.050 0.550
C 0.074 -0.281 -0.603
C 0.479 0.109 -0.286
C -0.124 0.337 0.791
O -0.054 -0.132 -0.428
H 0.202 -0.003 -0.080
H 0.098 0.112 0.202
H -0.243 -0.079 0.047
H 0.066 -0.163 0.111
H 0.044 0.174 -0.036
H 0.008 -0.052 0.014
H -0.101 -0.078 0.032
H 0.016 0.080 -0.015
H -0.040 -0.103 0.090
H 0.077 0.094 -0.058
H 0.089 0.066 0.072
H 0.093 -0.004 0.023
H 0.026 -0.100 0.009

SMILES   CCc1ccc(OCCCC(=O)NCc2ccco2)cc1
ΔE to the lowest compared entry with this formula, charge and spin   147.98 kJ/mol
LUMO energy   0.73 eV

Entry 5:
ORCA calculation (ωB97M-V with the def2-TZVPD basis set) on a structure of composition CaH14NO10.

CARTESIAN COORDINATES (ANGSTROEM)
Ca (-1.25896, -2.11405, -4.07310)
N (-0.53923, -0.36313, -0.93142)
O (-0.67157, -0.69513, -2.05903)
O (0.58166, -0.17896, -0.48087)
O (-1.53434, -0.14485, -0.31636)
O (2.18710, 2.06534, -1.51307)
H (1.27443, 1.84086, -1.69437)
H (2.40724, 2.72491, -2.17089)
O (-2.54128, 2.28667, 1.23187)
H (-2.09398, 1.58219, 0.76298)
H (-3.32716, 1.87476, 1.59095)
O (2.96594, -0.68794, -2.45049)
H (2.67969, -0.92529, -3.33251)
H (2.16855, -0.39316, -2.01059)
O (-2.17651, -2.29865, 2.02530)
H (-1.30994, -2.63976, 2.24648)
H (-2.02068, -1.70628, 1.28974)
O (0.37155, -3.19694, 1.71495)
H (0.28871, -2.76268, 0.86595)
H (0.62955, -4.09370, 1.50166)
O (0.02448, 3.05975, 0.40943)
H (0.86654, 3.46946, 0.21112)
H (0.05974, 2.21210, -0.03383)
O (0.00854, 0.37168, 2.63706)
H (0.81187, 0.88608, 2.71645)
H (0.14808, -0.17326, 1.86258)

Cartesian forces, eV/Å:
Ca 0.441 1.066 1.701
N 2.009 1.888 4.153
O -0.620 -3.735 -9.216
O 0.823 0.031 0.389
O -3.040 0.838 2.665
O -0.247 0.087 0.467
H -0.104 -0.143 -0.288
H 0.303 0.259 -0.276
O 0.545 1.380 0.025
H 0.904 -1.165 -0.551
H -1.077 -0.380 0.739
O -0.053 -0.402 -0.195
H 0.270 -0.006 -0.331
H -0.103 0.286 0.486
O -0.845 0.230 -0.180
H 0.510 -0.337 0.291
H -0.043 0.249 -0.082
O 0.095 0.194 0.037
H 0.208 0.104 -0.218
H 0.143 -0.391 0.153
O -1.318 0.184 0.355
H 0.906 0.346 -0.040
H 0.331 -0.706 -0.013
O -0.540 0.223 -0.178
H 0.308 0.138 0.209
H 0.194 -0.240 -0.102

Charge   +2
LUMO energy (spin up / spin down)   -10.49 / -12.56 eV
Multiplicity   2

Entry 6:
ORCA calculation (ωB97M-V with the def2-TZVPD basis set) on a cluster of 10 separate species, C5H30O10 in total.

CARTESIAN COORDINATES (ANGSTROEM)
C (-0.96235, -1.91790, -2.98583)
O (-2.34486, -1.80210, -2.75465)
C (-0.09979, -0.91468, -2.22822)
C (0.68524, 0.11941, -3.04544)
C (2.24270, 0.32212, -2.67854)
C (2.74352, 1.64219, -3.27426)
H (-0.82610, -2.94017, -2.43895)
H (-0.67642, -2.01917, -4.15588)
H (-2.61722, -0.86653, -2.73721)
H (-0.83232, -0.22573, -1.67454)
H (0.54565, -1.56282, -1.68856)
H (0.57705, -0.40202, -4.03958)
H (0.25414, 1.05413, -3.35278)
H (2.31092, 0.43648, -1.48920)
H (2.62584, -0.58638, -3.09111)
H (2.30170, 2.47912, -2.76893)
H (2.47312, 1.70973, -4.28968)
H (3.80368, 1.61747, -2.96512)
H (0.37398, 2.89837, 4.09643)
H (0.18664, 2.70391, 2.55653)
O (0.83941, 2.65240, 3.22747)
H (-2.19611, 1.05012, 4.21828)
H (-0.83292, 0.99614, 4.72543)
O (-1.25234, 0.76163, 3.90071)
H (0.93083, -1.30293, 3.55771)
H (2.25211, -1.05401, 3.86838)
O (1.37376, -1.47270, 4.26310)
H (-4.88527, -0.93580, 0.47503)
H (-4.22687, -1.58808, -0.71818)
O (-4.91155, -0.80119, -0.46995)
H (-1.21393, -0.63807, 3.13382)
H (-1.27380, -2.16850, 3.51685)
O (-1.19720, -1.61227, 2.81914)
H (0.22765, 2.07476, -1.18614)
H (0.60108, 2.10811, 0.25697)
O (-0.07284, 2.21046, -0.20144)
H (3.27505, 1.28369, 0.92762)
H (3.37282, 2.79831, 1.28752)
O (2.81360, 2.11316, 0.95596)
H (0.23221, -0.32360, 1.00396)
H (0.73926, -1.76791, 1.12777)
O (0.90486, -1.00104, 0.78501)
H (-2.09912, -1.31694, 1.35302)
H (-3.27702, -2.22131, 1.36588)
O (-2.88879, -1.58986, 0.81160)

Cartesian forces, eV/Å:
C 0.271 -2.465 -0.452
O -0.822 1.091 -0.587
C -1.951 2.535 -0.209
C 1.611 -1.931 -1.990
C -3.582 1.117 2.066
C 0.946 -1.597 1.991
H 0.442 1.429 -1.524
H -0.653 0.236 2.406
H 0.179 -0.489 -0.043
H 1.097 -1.751 0.465
H 0.637 0.429 1.276
H 1.150 0.634 0.178
H -0.806 0.778 0.926
H 0.061 -0.822 -2.557
H 1.265 -0.328 0.220
H -0.370 0.401 0.412
H 0.433 0.116 -1.488
H -0.092 0.653 -1.092
H 0.654 -0.613 -1.927
H -1.308 0.004 -0.778
O 0.806 0.711 2.750
H 1.265 -0.597 -1.073
H 1.297 0.020 0.908
O -2.754 0.705 0.063
H -5.788 1.446 -7.043
H -2.150 -1.287 1.901
O 7.971 -0.144 5.183
H 0.072 0.443 0.452
H -2.218 3.071 0.638
O 1.572 -3.037 -1.732
H -0.017 -1.222 0.521
H -0.432 -2.334 3.538
O 0.851 3.514 -3.531
H -0.837 0.372 3.057
H 10.299 -1.451 6.783
O -9.288 1.037 -9.784
H 0.460 -0.382 0.200
H 0.602 0.359 0.473
O -1.219 -0.091 -0.832
H 0.433 -1.005 0.038
H -2.183 -6.725 3.474
O 1.910 7.844 -3.416
H -0.972 -0.610 -0.516
H -0.763 -1.546 1.375
O 1.920 1.479 -0.721

Charge   -1
LUMO energy (spin up / spin down)   2.67 / 2.56 eV
Multiplicity   2

no.,F_max (eV Å⁻¹)
1,2.18
2,2.78
3,7.82
4,0.87
5,9.96
6,13.53